{"formula": "C11H23EuF5NO3P2Te", "method": "ωB97M-V/def2-TZVPD", "fmax_ev_per_a": 2.3, "total_charge": 1, "orbital_gap_ev": [5.98, 5.99], "e_homo_ev": [-9.50, -9.51], "energy_ev": -78199.28767, "spin_multiplicity": 8, "relative_energy_kj_mol": 0.0, "s2": 15.7591, "species": ["Eu", "P", "C", "C", "N", "C", "C", "C", "C", "C", "P", "H", "H", "H", "H", "H", "H", "H", "H", "O", "H", "H", "O", "H", "C", "H", "H", "H", "C", "H", "H", "H", "C", "H", "H", "H", "C", "H", "H", "H", "F", "Te", "F", "F", "F", "F", "O"], "xyz": [[-1.1622, -0.5822, 0.9486], [-1.6168, 2.1640, -1.1056], [-1.0200, 0.9804, -2.2643], [0.2770, 0.4141, -2.1826], [0.7929, -0.0847, -0.9927], [2.0744, -0.4559, -0.9225], [2.9345, -0.3845, -2.0232], [2.4361, 0.0339, -3.2551], [1.0945, 0.3724, -3.3494], [2.6702, -0.9682, 0.3853], [1.4807, -1.7250, 1.5840], [0.6376, 0.6861, -4.2894], [3.9626, -0.6911, -1.8785], [3.0915, 0.0954, -4.1290], [3.4283, -1.7307, 0.1291], [3.1599, -0.1223, 0.9061], [-2.3379, -0.8771, -1.8529], [-1.5261, 0.9057, -3.2277], [-3.0105, -3.7964, 0.7088], [-2.1350, -1.4591, -1.1035], [-1.5644, -2.1641, -1.4510], [-3.1867, -1.8922, 1.8158], [-2.3561, -3.2822, 1.1684], [-2.0684, -3.8625, 1.9133], [1.8490, -3.4987, 1.2901], [2.9206, -3.6930, 1.4459], [1.2531, -4.1103, 1.9838], [1.5638, -3.7642, 0.2625], [2.4218, -1.4844, 3.1449], [1.7542, -1.7301, 3.9854], [3.3157, -2.1323, 3.1678], [2.7041, -0.4246, 3.2428], [-0.4544, 3.5261, -1.1899], [-0.7113, 4.1274, -2.0654], [-0.4094, 4.1297, -0.2775], [0.5353, 3.0988, -1.3710], [-3.2960, 2.6323, -1.5133], [-3.7498, 3.1460, -0.6558], [-3.3493, 3.2798, -2.3962], [-3.8740, 1.7197, -1.7188], [0.4182, 2.4852, 2.0229], [-1.2746, 2.5955, 2.8777], [-3.4430, -0.9648, 1.8173], [-1.2677, 4.4857, 2.3489], [-0.8315, 0.4650, 3.1596], [-0.4651, 2.9156, 4.5640], [-1.6658, 1.6216, 0.3421]]}